Record 1
94
Properties=species:S:1:pos:R:3:lowdin_charge:R:1 method="wB97M-V/def2-TZVPD" relative_energy_ev=1.200 e_lumo_ev=-6.1187 orbital_gap_ev=7.13 total_charge=+2
Ti 0.219 0.278 -0.146 1.00
O 0.171 -0.480 1.338 -0.30
C -0.275 -0.431 2.645 -0.40
C -0.647 1.064 2.909 -0.02
C -1.740 1.451 1.968 -0.24
C -3.037 1.574 2.454 0.02
C -4.062 1.888 1.582 0.01
C -3.740 2.134 0.260 0.01
C -2.425 1.999 -0.174 -0.21
C -2.096 2.389 -1.588 -0.03
C -1.328 1.310 -2.404 -0.41
O -0.256 0.883 -1.630 -0.27
C -0.860 1.972 -3.698 -0.16
C 0.497 2.056 -3.976 -0.04
C 0.940 2.743 -5.093 -0.06
C 0.029 3.358 -5.933 -0.06
C -1.328 3.241 -5.682 -0.05
C -1.777 2.538 -4.578 -0.01
C -2.168 0.084 -2.751 -0.16
C -1.495 -0.983 -3.347 -0.08
C -2.175 -2.146 -3.658 -0.09
C -3.525 -2.263 -3.379 -0.06
C -4.205 -1.195 -2.822 -0.05
C -3.531 -0.024 -2.512 -0.02
N -1.441 1.609 0.663 0.12
C -1.529 -1.296 2.804 -0.14
C -2.394 -1.455 1.724 -0.08
C -3.533 -2.234 1.843 -0.05
C -3.824 -2.852 3.048 -0.06
C -2.971 -2.693 4.126 -0.05
C -1.830 -1.915 4.009 0.00
C 0.851 -0.911 3.557 -0.17
C 1.207 -0.290 4.747 -0.03
C 2.237 -0.799 5.521 -0.06
C 2.932 -1.923 5.112 -0.06
C 2.599 -2.538 3.916 -0.06
C 1.567 -2.033 3.145 -0.03
H -0.979 1.183 3.938 0.13
H 0.250 1.669 2.736 0.13
H -3.234 1.417 3.502 0.13
H -5.080 1.959 1.926 0.13
H -4.498 2.457 -0.434 0.13
H -3.009 2.651 -2.121 0.12
H -1.474 3.291 -1.557 0.13
H 1.207 1.567 -3.315 0.10
H 1.995 2.806 -5.306 0.11
H 0.372 3.917 -6.788 0.11
H -2.039 3.708 -6.347 0.12
H -2.838 2.425 -4.406 0.12
H -0.439 -0.882 -3.580 0.12
H -1.651 -2.965 -4.124 0.11
H -4.050 -3.176 -3.609 0.11
H -5.264 -1.265 -2.622 0.11
H -4.096 0.797 -2.099 0.10
H -2.178 -0.975 0.766 0.07
H -4.185 -2.357 0.992 0.11
H -4.717 -3.449 3.141 0.11
H -3.191 -3.184 5.060 0.11
H -1.171 -1.791 4.856 0.12
H 0.679 0.579 5.101 0.11
H 2.487 -0.313 6.452 0.11
H 3.713 -2.331 5.733 0.11
H 3.135 -3.419 3.590 0.11
H 1.286 -2.521 2.218 0.12
C 3.986 -4.766 -1.154 0.02
C 3.271 -3.474 -1.181 -0.23
C 3.895 -2.259 -1.372 0.05
C 3.142 -1.071 -1.307 -0.26
N 1.847 -1.086 -1.018 0.04
C 1.209 -2.283 -0.918 -0.73
S -0.438 -2.318 -0.770 0.92
N 1.934 -3.452 -1.002 0.14
C 3.800 0.226 -1.616 0.01
H 4.742 -4.808 -1.935 0.11
H 3.310 -5.610 -1.257 0.10
H 4.515 -4.871 -0.203 0.11
H 4.953 -2.214 -1.569 0.14
H 1.398 -4.316 -0.947 0.17
H 4.660 0.388 -0.967 0.11
H 3.095 1.053 -1.514 0.07
H 4.176 0.188 -2.640 0.11
N 0.888 3.366 -0.589 0.19
C 1.686 2.895 0.390 -0.34
C 2.426 3.758 1.226 0.02
C 3.280 3.224 2.156 -0.01
C 3.403 1.831 2.241 -0.03
C 2.620 1.046 1.433 -0.12
N 1.756 1.555 0.527 0.00
H 0.856 4.353 -0.777 0.13
H 0.559 2.700 -1.284 0.06
H 2.319 4.826 1.114 0.13
H 3.860 3.865 2.802 0.13
H 4.093 1.382 2.932 0.12
H 2.670 -0.036 1.496 0.12



Record 2
98
Properties=species:S:1:pos:R:3:lowdin_charge:R:1 method="wB97M-V/def2-TZVPD" relative_energy_ev=0.729 e_lumo_ev=3.8335 orbital_gap_ev=5.71 total_charge=-2
Rb 1.251 -0.776 -0.344 0.58
C -2.822 -1.419 -2.691 -0.04
C -2.903 -1.895 -1.274 -0.36
C -4.028 -1.923 -0.426 -0.02
C -3.563 -2.464 0.754 -0.30
C -4.293 -2.694 2.035 -0.04
N -2.252 -2.748 0.587 0.02
N -1.843 -2.391 -0.659 0.12
B -1.347 -3.585 1.543 -0.50
N -0.632 -2.739 2.635 0.02
N 0.447 -1.968 2.332 0.06
C 0.933 -1.529 3.482 -0.36
C 2.165 -0.682 3.535 -0.03
C 0.165 -2.015 4.559 -0.01
C -0.812 -2.791 3.975 -0.30
C -1.876 -3.597 4.651 -0.04
N -0.337 -4.430 0.737 0.02
N 0.660 -3.870 0.001 0.08
C 1.284 -4.865 -0.603 -0.36
C 2.448 -4.599 -1.504 -0.04
C 0.685 -6.101 -0.276 -0.01
C -0.344 -5.773 0.578 -0.30
C -1.330 -6.673 1.250 -0.05
H -3.826 -1.243 -3.087 0.07
H -2.325 -2.156 -3.323 0.07
H -2.248 -0.495 -2.777 0.05
H -5.028 -1.572 -0.633 0.09
H -5.362 -2.545 1.875 0.07
H -3.971 -1.996 2.813 0.08
H -4.137 -3.703 2.421 0.06
H -2.075 -4.347 2.137 0.10
H 2.570 -0.493 2.542 0.04
H 2.950 -1.177 4.112 0.08
H 1.973 0.286 4.004 0.07
H 0.311 -1.841 5.615 0.09
H -1.770 -3.480 5.731 0.07
H -1.797 -4.659 4.410 0.07
H -2.881 -3.282 4.371 0.05
H 2.793 -3.572 -1.399 0.06
H 2.189 -4.759 -2.554 0.07
H 3.292 -5.250 -1.267 0.07
H 0.965 -7.090 -0.605 0.09
H -1.101 -7.708 0.992 0.07
H -2.355 -6.460 0.939 0.08
H -1.297 -6.574 2.336 0.07
S 5.692 -0.619 -0.446 0.36
C 5.061 0.645 0.496 -1.21
N 3.812 0.893 0.821 -0.04
C 3.681 2.010 1.622 -0.35
C 2.472 2.500 2.111 -0.05
C 2.454 3.645 2.889 -0.11
C 3.638 4.319 3.195 -0.13
C 4.854 3.843 2.718 -0.12
C 4.870 2.694 1.937 -0.51
S 6.187 1.855 1.187 0.92
H 1.555 1.984 1.858 0.08
H 1.506 4.033 3.243 0.10
H 3.609 5.220 3.796 0.09
H 5.776 4.364 2.949 0.09
C 1.044 6.732 0.310 -0.12
C 2.143 5.920 0.063 -0.10
C 1.958 4.639 -0.444 -0.11
C 0.684 4.138 -0.726 -0.35
C -0.405 4.974 -0.475 -0.10
C -0.234 6.254 0.040 -0.11
P 0.621 2.371 -1.419 1.04
C -1.087 2.009 -0.812 -0.38
C -1.240 1.802 0.560 -0.11
C -2.480 1.511 1.115 -0.08
C -3.600 1.444 0.299 -0.11
C -3.466 1.659 -1.065 -0.10
C -2.219 1.930 -1.616 -0.09
C 0.348 2.816 -3.186 -0.31
C 0.227 4.006 -3.846 -0.08
C 0.080 3.988 -5.262 -0.11
C 0.065 2.818 -5.975 -0.06
C 0.195 1.565 -5.312 -0.19
C 0.213 0.288 -5.935 -0.08
C 0.353 -0.840 -5.162 -0.11
C 0.451 -0.761 -3.743 -0.18
C 0.417 0.443 -3.083 -0.20
C 0.317 1.588 -3.911 -0.27
H 1.180 7.726 0.721 0.09
H 3.143 6.268 0.293 0.10
H 2.819 3.996 -0.600 0.10
H -1.410 4.612 -0.673 0.10
H -1.099 6.879 0.235 0.09
H -0.374 1.872 1.209 0.08
H -2.564 1.322 2.179 0.10
H -4.567 1.192 0.719 0.09
H -4.332 1.585 -1.713 0.10
H -2.121 2.074 -2.686 0.11
H 0.251 4.951 -3.315 0.09
H -0.020 4.930 -5.791 0.08
H -0.048 2.847 -7.056 0.09
H 0.130 0.209 -7.015 0.09
H 0.387 -1.810 -5.651 0.09
H 0.545 -1.688 -3.175 0.06



Record 3
98
Properties=species:S:1:pos:R:3:lowdin_spin:R:1 method="wB97M-V/def2-TZVPD" relative_energy_ev=0.894 e_lumo_ev="2.2941 / 1.8250" orbital_gap_ev="6.29 / 5.96" total_charge=-1 spin_multiplicity=2
Cu -0.442 1.181 0.040 0.44
Te -1.069 -3.601 -0.681 0.00
C 0.547 -4.993 -0.749 0.00
C 1.073 -5.426 -1.960 0.00
C 2.228 -6.198 -1.952 0.00
N 2.874 -6.561 -0.841 0.00
C 2.356 -6.142 0.317 0.00
C 1.206 -5.369 0.417 0.00
C 0.237 -1.960 -0.775 0.01
P 0.024 -0.714 -2.093 0.01
C -0.758 -1.572 -3.532 0.00
C -0.112 -2.068 -4.661 0.00
C -0.833 -2.680 -5.684 0.00
C -2.212 -2.793 -5.606 0.00
C -2.876 -2.274 -4.502 0.00
C -2.154 -1.667 -3.486 0.00
C 1.769 -0.530 -2.700 0.01
C 2.267 0.742 -2.969 0.00
C 3.574 0.921 -3.418 0.00
C 4.396 -0.179 -3.609 0.00
C 3.915 -1.456 -3.331 0.00
C 2.619 -1.626 -2.868 0.00
P 0.471 -0.935 0.699 0.06
C 0.418 -1.988 2.219 0.01
C -0.813 -2.472 2.673 0.00
C -0.907 -3.270 3.804 0.00
C 0.233 -3.588 4.528 0.00
C 1.457 -3.081 4.119 0.00
C 1.547 -2.284 2.983 0.00
C 2.298 -0.606 0.622 0.02
C 3.163 -1.619 0.201 0.00
C 4.532 -1.413 0.171 0.00
C 5.060 -0.180 0.553 0.00
C 4.211 0.833 0.967 0.00
C 2.835 0.619 1.005 0.01
H 0.604 -5.149 -2.898 0.00
H 2.662 -6.540 -2.887 0.00
H 2.894 -6.436 1.214 0.00
H 0.846 -5.042 1.387 0.00
H 0.960 -1.979 -4.756 0.00
H -0.306 -3.071 -6.548 0.00
H -2.768 -3.273 -6.404 0.00
H -3.955 -2.344 -4.431 0.00
H -2.679 -1.250 -2.633 0.00
H 1.628 1.600 -2.798 0.00
H 3.950 1.920 -3.605 0.00
H 5.415 -0.045 -3.952 0.00
H 4.562 -2.318 -3.456 0.00
H 2.258 -2.614 -2.598 0.00
H -1.715 -2.223 2.139 0.00
H -1.876 -3.639 4.119 0.00
H 0.165 -4.212 5.411 0.00
H 2.353 -3.299 4.687 0.00
H 2.514 -1.894 2.703 0.00
H 2.741 -2.566 -0.121 0.00
H 5.192 -2.208 -0.159 0.00
H 6.131 -0.014 0.519 0.00
H 4.613 1.795 1.266 0.00
H 2.180 1.407 1.343 0.00
N -4.707 6.360 3.803 0.00
C -3.503 5.747 3.448 0.00
C -2.294 6.197 3.978 0.00
C -1.108 5.549 3.679 0.00
C -1.117 4.440 2.851 0.00
C -2.311 3.988 2.307 0.00
C -3.496 4.640 2.596 0.00
S 0.392 3.550 2.577 0.00
O 1.475 4.492 2.679 0.00
O 0.387 2.441 3.497 0.00
N 0.288 2.878 1.095 0.01
C 0.066 3.688 0.011 0.01
N -0.030 5.031 0.100 0.00
C -0.266 5.678 -1.031 0.00
C -0.428 5.052 -2.262 0.00
C -0.355 3.673 -2.247 0.00
N -0.112 2.987 -1.141 0.02
H -4.636 7.304 4.140 0.00
H -5.475 6.215 3.172 0.00
H -2.288 7.068 4.627 0.00
H -0.164 5.908 4.073 0.00
H -2.304 3.128 1.649 0.00
H -4.426 4.288 2.159 0.00
H -0.347 6.758 -0.944 0.00
H -0.605 5.606 -3.173 0.00
H -0.501 3.084 -3.149 0.00
C -4.549 -0.201 0.759 0.02
C -3.031 -0.094 0.955 0.03
C -2.734 0.315 2.397 0.00
C -2.423 0.826 -0.096 0.28
H -4.998 -0.877 1.495 0.00
H -4.797 -0.566 -0.243 0.00
H -5.011 0.785 0.885 0.00
H -2.614 -1.091 0.771 0.00
H -3.269 1.237 2.647 0.00
H -1.670 0.491 2.570 0.00
H -3.068 -0.455 3.098 0.00
H -2.898 1.820 -0.082 0.02
H -2.577 0.403 -1.090 0.01